{
  "formula": "C31H75N5O6",
  "method": "ωB97M-V with the def2-TZVPD basis set",
  "symbols": ["C", "C", "C", "C", "C", "C", "C", "C", "C", "N", "O", "H", "H", "H", "H", "H", "H", "H", "H", "H", "H", "H", "H", "H", "H", "H", "H", "H", "H", "H", "C", "C", "C", "C", "C", "C", "C", "C", "C", "N", "O", "H", "H", "H", "H", "H", "H", "H", "H", "H", "H", "H", "H", "H", "H", "H", "H", "H", "H", "H", "C", "O", "C", "C", "C", "N", "H", "H", "H", "H", "H", "H", "H", "H", "H", "H", "H", "C", "O", "C", "C", "C", "N", "H", "H", "H", "H", "H", "H", "H", "H", "H", "H", "H", "C", "O", "C", "C", "C", "N", "H", "H", "H", "H", "H", "H", "H", "H", "H", "H", "H", "C", "O", "H", "H", "H", "H"],
  "coordinates": [[-4.74, -1.59, -3.78], [-3.77, -2.53, -3.04], [-3.45, -3.75, -4.00], [-2.46, -1.72, -2.85], [-2.16, -1.10, -1.48], [-3.41, -0.89, -0.64], [-4.23, -2.20, -0.50], [-3.57, -2.89, 0.71], [-5.65, -1.69, -0.05], [-4.18, -3.07, -1.70], [-5.18, -4.03, -1.67], [-4.60, -1.60, -4.86], [-5.69, -2.12, -3.82], [-4.81, -0.55, -3.47], [-4.35, -4.37, -4.07], [-3.21, -3.52, -5.04], [-2.61, -4.28, -3.57], [-1.57, -2.27, -3.17], [-2.47, -0.79, -3.41], [-1.55, -1.76, -0.85], [-1.68, -0.13, -1.63], [-4.03, -0.05, -0.95], [-3.17, -0.51, 0.35], [-3.99, -3.86, 0.98], [-3.74, -2.43, 1.68], [-2.50, -3.01, 0.57], [-6.28, -1.61, -0.94], [-5.66, -0.76, 0.51], [-6.15, -2.39, 0.61], [-4.92, -4.51, -0.88], [3.96, -1.12, 1.50], [2.64, -0.72, 0.72], [1.90, -2.00, 0.40], [1.71, 0.15, 1.63], [0.71, 0.90, 0.66], [1.53, 1.71, -0.31], [2.36, 0.92, -1.29], [1.49, 0.05, -2.30], [3.19, 1.88, -2.18], [3.20, 0.02, -0.47], [4.12, -0.69, -1.23], [4.57, -0.26, 1.78], [3.59, -1.55, 2.43], [4.56, -1.84, 0.95], [0.92, -1.74, 0.01], [2.49, -2.46, -0.39], [1.74, -2.75, 1.18], [1.19, -0.55, 2.28], [2.26, 0.78, 2.33], [-0.01, 0.25, 0.17], [0.17, 1.71, 1.15], [2.20, 2.41, 0.19], [0.95, 2.43, -0.89], [1.07, 0.72, -3.05], [0.70, -0.36, -1.67], [2.05, -0.73, -2.80], [2.55, 2.46, -2.85], [3.93, 1.41, -2.84], [3.77, 2.46, -1.47], [3.58, -1.34, -1.68], [-4.64, 2.96, 3.25], [-3.39, 2.64, 3.90], [-2.48, 1.73, 3.29], [-2.30, 0.64, 4.43], [-1.14, 0.85, 5.34], [-2.13, -0.67, 3.83], [-5.31, 3.58, 3.84], [-5.16, 2.05, 2.96], [-4.38, 3.42, 2.29], [-2.91, 1.20, 2.44], [-1.47, 2.13, 3.14], [-3.19, 0.51, 5.05], [-1.19, 1.76, 5.93], [-0.16, 0.84, 4.86], [-0.96, 0.05, 6.06], [-2.62, -1.27, 4.49], [-2.42, -0.86, 2.88], [3.19, 2.37, 8.18], [3.68, 1.62, 7.06], [4.67, 2.23, 6.24], [3.94, 3.26, 5.36], [3.51, 2.60, 3.99], [4.69, 4.46, 5.10], [2.41, 1.84, 8.74], [2.76, 3.30, 7.82], [4.04, 2.69, 8.79], [5.36, 2.74, 6.91], [5.32, 1.53, 5.71], [3.04, 3.69, 5.80], [3.31, 3.29, 3.18], [2.55, 2.09, 4.08], [4.18, 1.84, 3.59], [5.17, 4.74, 5.94], [5.48, 4.21, 4.53], [-0.24, -3.41, -6.57], [-0.87, -2.16, -6.96], [0.04, -1.09, -6.90], [-0.63, 0.34, -7.00], [-1.46, 0.59, -5.78], [-1.66, 0.48, -8.07], [0.55, -3.40, -5.82], [0.12, -3.92, -7.46], [-1.07, -3.97, -6.13], [0.48, -1.07, -5.91], [0.82, -1.10, -7.66], [0.20, 1.05, -7.03], [-2.20, -0.20, -5.70], [-1.86, 1.60, -5.70], [-0.74, 0.44, -4.97], [-2.61, 0.58, -7.73], [-1.75, -0.41, -8.53], [6.67, 1.67, 0.69], [5.33, 1.92, 0.86], [7.23, 1.50, 1.61], [6.75, 0.66, 0.28], [7.24, 2.44, 0.17], [4.89, 1.25, 0.32]],
  "gap_ev": 8.555,
  "spin_multiplicity": 1,
  "relative_energy_kj_mol": 223.9,
  "smiles": "CC1(C)CCCC(C)(C)N1O.CC1(C)CCCC(C)(C)N1O.COC[C@H](C)N.COC[C@H](C)N.COC[C@H](C)N.CO",
  "charge": 0
}

---

{
  "formula": "C4H5F2N2",
  "method": "ωB97M-V with the def2-TZVPD basis set",
  "symbols": ["C", "C", "C", "C", "N", "N", "F", "F", "H", "H", "H", "H", "H"],
  "coordinates": [[-1.45, 1.50, 0.05], [-2.85, 1.30, 0.08], [-0.21, 0.49, 0.45], [0.26, -0.91, -0.13], [-0.26, 1.83, -0.29], [1.77, -0.99, -0.53], [-3.82, 1.85, 0.63], [0.11, 0.65, 1.76], [-0.27, -1.13, -1.08], [0.18, -1.67, 0.70], [1.97, -0.55, -1.46], [2.23, -1.92, -0.26], [2.34, -0.45, 0.09]],
  "gap_ev": [7.780, 7.779],
  "spin_multiplicity": 1,
  "relative_energy_kj_mol": 428.1,
  "charge": 1
}

---

{
  "formula": "C3H3N5",
  "method": "ωB97M-V with the def2-TZVPD basis set",
  "symbols": ["N", "C", "N", "C", "N", "N", "C", "N", "H", "H", "H"],
  "coordinates": [[-1.95, -0.42, 0.76], [-1.15, -0.16, -0.14], [-0.78, 1.14, -0.56], [0.44, 1.42, -0.30], [1.29, 0.71, 0.54], [1.51, -0.51, 0.57], [0.80, -1.40, -0.31], [-0.41, -1.29, -0.62], [-2.14, 0.47, 1.28], [0.88, 2.35, -0.68], [1.50, -2.32, -0.54]],
  "gap_ev": 8.223,
  "spin_multiplicity": 1,
  "relative_energy_kj_mol": 250.5,
  "smiles": "N=c1ncnncn1",
  "charge": 0
}

---

{
  "formula": "C6H14O",
  "method": "ωB97M-V with the def2-TZVPD basis set",
  "symbols": ["C", "O", "C", "C", "C", "C", "C", "H", "H", "H", "H", "H", "H", "H", "H", "H", "H", "H", "H", "H", "H"],
  "coordinates": [[-0.75, -1.43, -2.43], [-0.15, -0.45, -1.62], [-0.57, -0.58, -0.28], [0.20, 0.39, 0.62], [-0.18, 0.09, 2.07], [1.71, 0.18, 0.42], [-0.17, 1.84, 0.27], [-0.51, -2.45, -2.07], [-0.35, -1.31, -3.44], [-1.84, -1.33, -2.45], [-0.39, -1.61, 0.07], [-1.65, -0.39, -0.20], [-1.27, 0.18, 2.23], [0.31, 0.80, 2.75], [0.12, -0.92, 2.36], [2.01, 0.44, -0.60], [1.97, -0.88, 0.59], [2.29, 0.79, 1.12], [0.08, 2.06, -0.77], [0.38, 2.54, 0.91], [-1.24, 2.02, 0.42]],
  "gap_ev": 10.765,
  "spin_multiplicity": 1,
  "relative_energy_kj_mol": 53.0,
  "smiles": "COCC(C)(C)C",
  "charge": 0
}

---

{
  "formula": "C35H36Cl5NOS4Sb3Ta",
  "method": "ωB97M-V with the def2-TZVPD basis set",
  "symbols": ["Ta", "Cl", "C", "C", "Cl", "C", "Cl", "C", "O", "C", "Cl", "C", "Cl", "S", "Sb", "S", "S", "C", "Sb", "C", "C", "C", "C", "C", "C", "C", "C", "C", "Sb", "C", "C", "H", "H", "H", "H", "H", "H", "H", "H", "H", "H", "H", "H", "H", "H", "H", "H", "H", "H", "H", "H", "C", "C", "C", "C", "C", "C", "C", "C", "S", "C", "N", "C", "C", "C", "C", "C", "C", "C", "C", "H", "H", "H", "H", "H", "H", "H", "H", "H", "H", "H", "H", "H", "H", "H", "H"],
  "coordinates": [[-0.91, 0.33, -0.18], [1.27, 0.46, 6.70], [0.62, 0.79, 5.15], [0.39, -0.25, 4.26], [0.73, -1.88, 4.67], [-0.13, 0.05, 3.01], [-0.43, -1.22, 1.82], [-0.46, 1.34, 2.61], [-0.97, 1.57, 1.41], [-0.22, 2.38, 3.51], [-0.60, 3.97, 3.01], [0.31, 2.10, 4.77], [0.61, 3.39, 5.85], [2.35, -0.72, -3.48], [1.25, 1.11, -2.76], [-0.98, -0.05, -2.47], [1.50, 0.74, -0.20], [-2.22, -4.84, -0.12], [-1.05, -3.28, -0.99], [-2.28, -3.04, -2.71], [0.36, -4.56, -2.01], [1.22, -5.34, -1.07], [0.70, -6.49, -0.47], [1.41, -7.20, 0.49], [2.67, -6.76, 0.88], [3.21, -5.65, 0.26], [2.52, -4.94, -0.73], [3.22, -3.82, -1.41], [2.65, -1.85, -0.69], [2.87, -2.20, 1.41], [4.55, -0.96, -0.95], [-2.40, -5.60, -0.88], [-3.18, -4.42, 0.20], [-1.72, -5.29, 0.73], [-2.63, -4.03, -3.00], [-1.71, -2.59, -3.52], [-3.13, -2.40, -2.48], [0.92, -3.94, -2.71], [-0.29, -5.22, -2.59], [-0.28, -6.84, -0.77], [0.98, -8.09, 0.93], [3.23, -7.30, 1.63], [4.21, -5.33, 0.52], [3.06, -3.74, -2.49], [4.28, -3.78, -1.17], [3.87, -2.62, 1.54], [2.13, -2.91, 1.78], [2.80, -1.27, 1.96], [5.23, -1.40, -0.21], [4.50, 0.11, -0.80], [4.90, -1.16, -1.96], [2.25, 4.85, -0.74], [1.16, 5.92, -0.78], [1.37, 6.78, -2.03], [1.29, 6.79, 0.48], [-0.23, 5.30, -0.81], [-1.36, 6.15, -0.85], [-2.65, 5.66, -0.83], [-2.83, 4.28, -0.78], [-4.30, 3.36, -0.64], [-3.38, 1.92, -0.61], [-2.09, 2.09, -0.72], [-1.73, 3.44, -0.77], [-0.43, 3.94, -0.78], [-3.93, 0.60, -0.29], [-5.30, 0.39, -0.26], [-5.80, -0.82, 0.20], [-4.92, -1.78, 0.67], [-3.55, -1.56, 0.63], [-3.00, -0.39, 0.12], [3.23, 5.33, -0.71], [2.23, 4.21, -1.62], [2.18, 4.21, 0.15], [2.37, 7.22, -2.02], [0.65, 7.59, -2.08], [1.27, 6.18, -2.93], [2.30, 7.20, 0.55], [1.11, 6.20, 1.38], [0.59, 7.62, 0.47], [-1.22, 7.22, -0.88], [-3.50, 6.34, -0.84], [0.40, 3.26, -0.71], [-5.98, 1.16, -0.60], [-6.87, -0.99, 0.22], [-5.31, -2.71, 1.08], [-2.91, -2.33, 1.04]],
  "gap_ev": [5.727, 5.891],
  "spin_multiplicity": 2,
  "s_squared": 0.758,
  "charge": 1
}

---

{
  "formula": "C6H4BrN",
  "method": "ωB97M-V with the def2-TZVPD basis set",
  "symbols": ["C", "C", "C", "C", "C", "C", "N", "Br", "H", "H", "H", "H"],
  "coordinates": [[0.42, 2.47, 0.18], [0.86, -1.20, 0.01], [-0.54, -1.44, -0.07], [1.18, 0.15, 0.19], [-1.49, -0.49, -0.33], [0.31, 1.17, 0.33], [0.67, 3.60, 0.00], [-3.30, -0.67, 0.21], [1.63, -1.98, -0.01], [-0.87, -2.44, -0.19], [2.19, 0.36, 0.21], [-1.08, 0.47, -0.53]],
  "gap_ev": [6.752, 6.912],
  "spin_multiplicity": 1,
  "relative_energy_kj_mol": 5.0,
  "charge": 0
}